1.
{
  "formula": "C20H17FN4O5S",
  "method": "ωB97M-V with the def2-TZVPD basis set",
  "symbols": ["O", "C", "N", "C", "C", "C", "C", "C", "C", "H", "H", "O", "C", "C", "H", "O", "H", "H", "H", "H", "H", "C", "H", "H", "S", "C", "N", "N", "C", "O", "C", "N", "C", "O", "C", "C", "C", "C", "C", "C", "H", "H", "H", "H", "F", "H", "H", "H"],
  "xyz": [[-3.017, -3.476, -1.821], [-2.349, -3.217, -0.873], [-2.540, -2.023, -0.130], [-3.498, -1.061, -0.363], [-3.451, -0.142, 0.402], [-4.345, 1.060, 0.447], [-5.269, 1.079, -0.516], [-5.283, 0.150, -1.678], [-4.518, -0.960, -1.484], [-4.496, -1.859, -2.082], [-6.023, 0.387, -2.352], [-6.080, 2.398, -1.013], [-5.553, 3.259, -0.297], [-5.252, 3.151, 1.302], [-4.988, 3.918, 1.722], [-4.263, 2.127, 1.442], [-6.131, 2.442, 1.764], [-6.436, 4.101, -0.165], [-4.570, 3.985, -0.701], [-2.818, 0.063, 1.503], [-2.145, -2.013, 0.625], [-1.568, -4.057, -0.122], [-1.538, -4.123, 0.860], [-1.613, -5.077, -0.579], [0.258, -3.459, -0.904], [0.584, -2.437, 0.565], [-0.347, -2.212, 1.453], [0.323, -0.947, 2.173], [1.414, -1.064, 1.875], [1.736, -1.906, 0.785], [2.599, -0.052, 2.222], [3.360, 0.340, 1.073], [4.717, 0.028, 1.077], [5.200, -0.897, 1.819], [5.394, 0.472, -0.116], [5.106, 1.843, -0.851], [5.860, 2.089, -2.121], [6.999, 1.433, -2.002], [7.374, 0.359, -1.503], [6.500, 0.020, -0.364], [6.988, -1.032, 0.304], [8.164, -0.136, -1.523], [7.503, 1.709, -3.068], [5.457, 2.805, -2.481], [3.830, 2.401, -0.685], [3.099, 0.911, 0.524], [2.226, 0.524, 2.920], [3.400, -0.905, 2.935]],
  "mulliken_charge": [-0.623, 0.728, 0.006, -0.210, 0.621, -0.381, 0.784, -0.959, -0.540, 0.478, 0.527, -0.280, -0.296, -0.686, 0.547, -0.454, 0.261, 0.237, 0.212, 0.096, 0.191, -1.033, 0.546, 0.365, -0.106, 0.546, -0.384, -0.392, 0.465, -0.228, -0.978, 0.063, 0.732, -0.684, -0.456, 0.385, -0.929, -0.010, -0.939, 0.546, 0.127, 0.649, 0.176, 0.719, -0.298, -0.014, 0.566, 0.309],
  "de_lowest_kcal_mol": 468.6,
  "gap_ev": 8.231,
  "total_energy_ha": -1864.886749,
  "homo_ev": -8.538
}

2.
{
  "formula": "C20H41N3O2P",
  "method": "ωB97M-V with the def2-TZVPD basis set",
  "symbols": ["C", "C", "C", "C", "C", "C", "P", "N", "C", "N", "C", "C", "C", "C", "N", "C", "C", "C", "O", "O", "H", "H", "H", "H", "H", "H", "H", "H", "H", "H", "H", "H", "H", "H", "H", "H", "H", "H", "H", "H", "H", "H", "H", "H", "H", "H", "H", "C", "C", "C", "C", "C", "C", "H", "H", "H", "H", "H", "H", "H", "H", "H", "H", "H", "H", "H", "H"],
  "xyz": [[1.482, -2.768, -2.218], [1.025, -2.619, -1.113], [0.496, -2.419, 0.235], [-0.777, -1.565, 0.252], [-1.980, -2.388, -0.205], [-3.266, -1.585, -0.543], [-4.092, -2.277, -2.055], [-5.555, -2.784, -1.924], [-3.175, -0.034, -0.703], [-4.241, 0.632, -0.018], [-5.249, 1.342, -0.832], [-6.638, 0.696, -0.803], [-6.973, -0.001, 0.514], [-8.461, -0.342, 0.597], [-1.847, 0.523, -0.238], [-0.655, -0.319, -0.609], [0.607, 0.516, -0.418], [0.881, 0.800, 1.043], [-0.013, 0.867, 1.838], [2.155, 1.056, 1.370], [1.908, -2.907, -3.181], [0.262, -3.389, 0.676], [1.270, -1.989, 0.877], [-0.950, -1.252, 1.286], [-1.682, -3.032, -1.035], [-2.230, -3.069, 0.610], [-4.024, -1.749, 0.222], [-3.193, -3.256, -2.518], [-3.916, -1.255, -3.018], [-5.968, -2.686, -1.005], [-3.213, 0.217, -1.768], [-3.930, 1.197, 0.759], [-4.890, 1.425, -1.862], [-5.336, 2.358, -0.442], [-6.725, -0.019, -1.625], [-7.369, 1.494, -0.951], [-6.407, -0.932, 0.596], [-6.703, 0.644, 1.355], [-8.708, -0.733, 1.584], [-9.080, 0.538, 0.418], [-8.722, -1.108, -0.133], [-1.798, 0.623, 0.785], [-1.753, 1.454, -0.646], [-0.736, -0.597, -1.663], [0.503, 1.485, -0.917], [1.449, 0.025, -0.908], [2.731, 0.299, 1.189], [8.628, 2.100, -0.581], [8.324, 1.199, 0.612], [7.052, 0.370, 0.443], [5.771, 1.193, 0.293], [5.481, 2.154, 1.445], [5.285, 1.454, 2.785], [7.838, 2.833, -0.749], [9.555, 2.652, -0.426], [8.740, 1.511, -1.494], [8.260, 1.803, 1.521], [9.161, 0.514, 0.764], [6.954, -0.310, 1.294], [7.160, -0.267, -0.440], [4.927, 0.496, 0.188], [5.806, 1.758, -0.642], [4.576, 2.720, 1.205], [6.283, 2.891, 1.530], [4.459, 0.739, 2.730], [5.050, 2.167, 3.574], [6.177, 0.907, 3.094]],
  "mulliken_charge": [0.050, -0.383, -1.445, 0.551, -1.865, 0.669, 0.306, -0.740, -1.041, -0.109, -0.762, -0.590, 0.044, -1.433, -0.075, -0.820, -1.249, 0.490, -0.548, -0.368, 0.433, 0.512, 0.328, 0.774, 0.495, 0.270, 0.453, 0.096, 0.048, 0.285, 0.526, 0.298, 0.309, 0.430, 0.258, 0.433, -0.080, 0.340, 0.391, 0.362, 0.325, 0.698, 0.456, 0.623, 0.523, 0.435, 0.219, -1.181, -0.404, -0.835, -0.247, -0.452, -1.118, 0.278, 0.383, 0.296, 0.229, 0.373, 0.327, 0.391, 0.038, 0.331, 0.332, 0.425, 0.207, 0.358, 0.350],
  "gap_ev": 8.682,
  "total_energy_ha": -1442.426328,
  "charge": 1,
  "homo_ev": -11.670
}

3.
{
  "formula": "C29H23Cl5FN3O4SiY",
  "method": "ωB97M-V with the def2-TZVPD basis set",
  "symbols": ["Y", "O", "C", "C", "C", "C", "C", "C", "C", "O", "N", "N", "C", "C", "C", "C", "C", "C", "C", "O", "H", "H", "H", "H", "H", "H", "H", "H", "H", "H", "Cl", "C", "C", "Cl", "C", "Cl", "C", "O", "C", "Cl", "C", "Cl", "C", "Si", "C", "C", "N", "C", "C", "C", "C", "C", "C", "F", "H", "H", "H", "H", "H", "H", "H", "H", "H", "H", "H", "H", "H"],
  "xyz": [[-0.041, -0.241, 0.087], [5.615, 0.859, -0.149], [5.489, 0.038, 0.905], [6.657, -0.350, 1.565], [6.599, -1.165, 2.678], [5.374, -1.616, 3.160], [4.216, -1.241, 2.506], [4.245, -0.423, 1.378], [2.955, -0.097, 0.715], [1.870, -0.549, 1.226], [3.025, 0.646, -0.370], [1.773, 0.905, -0.911], [1.775, 1.565, -2.009], [0.609, 1.991, -2.759], [0.845, 2.660, -3.968], [-0.181, 3.136, -4.754], [-1.495, 2.950, -4.319], [-1.763, 2.303, -3.133], [-0.729, 1.794, -2.318], [-1.016, 1.179, -1.209], [4.687, 1.090, -0.438], [7.601, 0.016, 1.181], [7.517, -1.451, 3.177], [5.327, -2.255, 4.032], [3.247, -1.582, 2.847], [2.744, 1.845, -2.428], [1.874, 2.799, -4.284], [0.026, 3.643, -5.687], [-2.319, 3.319, -4.919], [-2.779, 2.157, -2.791], [-2.310, -6.478, -3.723], [-1.510, -5.122, -3.017], [-2.247, -4.073, -2.472], [-3.969, -4.130, -2.482], [-1.596, -2.984, -1.918], [-2.475, -1.680, -1.197], [-0.189, -2.881, -1.870], [0.402, -1.868, -1.343], [0.530, -3.966, -2.421], [2.247, -3.873, -2.357], [-0.116, -5.057, -2.982], [0.811, -6.349, -3.647], [-0.799, -3.360, 1.471], [-1.595, -2.111, 2.635], [-3.425, -2.557, 2.720], [-0.791, -2.422, 4.311], [-1.275, -0.517, 2.052], [-1.430, 0.565, 2.882], [-2.210, 0.617, 4.058], [-2.263, 1.741, 4.869], [-1.552, 2.890, 4.557], [-0.794, 2.901, 3.391], [-0.777, 1.777, 2.608], [-0.024, 1.818, 1.451], [-0.596, -4.269, 2.045], [0.166, -3.046, 1.059], [-1.449, -3.644, 0.643], [-3.546, -3.625, 2.921], [-3.900, -2.345, 1.759], [-3.968, -2.008, 3.491], [-0.987, -3.449, 4.632], [-1.125, -1.750, 5.101], [0.291, -2.306, 4.210], [-2.788, -0.254, 4.334], [-2.875, 1.712, 5.762], [-1.589, 3.763, 5.194], [-0.226, 3.766, 3.077]],
  "mulliken_charge": [1.324, -0.689, 0.506, -0.685, -0.272, -0.839, -0.580, 0.026, 1.184, -0.961, -1.143, 0.363, -0.043, 0.563, -0.854, -0.705, -0.387, -0.727, 0.426, -0.530, 0.541, 0.409, 0.351, 0.403, 0.552, 0.208, 0.342, 0.378, 0.359, 0.419, -0.218, 0.338, 0.065, -0.214, 0.796, -0.168, -0.814, -0.367, 0.279, -0.186, 0.181, -0.204, -0.893, 0.078, -1.137, -1.066, 0.120, 0.586, -0.305, -0.946, -0.448, -0.928, 0.316, -0.032, 0.499, 0.210, 0.182, 0.349, 0.260, 0.351, 0.371, 0.398, 0.215, 0.226, 0.381, 0.365, 0.425],
  "de_lowest_kcal_mol": 0.0,
  "gap_ev": 7.510,
  "total_energy_ha": -4313.175370,
  "charge": -1,
  "homo_ev": -5.208
}

4.
{
  "formula": "C24H44N5O4SSiW",
  "method": "ωB97M-V with the def2-TZVPD basis set",
  "symbols": ["W", "C", "C", "C", "C", "O", "Si", "S", "O", "C", "C", "C", "C", "O", "C", "C", "C", "C", "H", "H", "H", "H", "H", "H", "H", "H", "H", "H", "H", "H", "H", "H", "H", "H", "H", "H", "H", "H", "H", "H", "H", "H", "H", "H", "H", "N", "C", "C", "N", "C", "C", "N", "C", "C", "N", "H", "H", "H", "H", "H", "H", "O", "C", "C", "C", "C", "C", "C", "N", "H", "H", "H", "H", "H", "H", "H", "H", "H", "H", "H"],
  "xyz": [[-0.300, 0.381, 0.887], [1.623, 0.054, -1.865], [2.510, -0.471, -0.771], [3.765, 0.361, -0.608], [2.802, -1.945, -0.943], [1.699, -0.321, 0.556], [2.347, -0.554, 2.132], [0.305, -0.439, 2.956], [3.166, 0.723, 2.567], [2.923, 2.123, 2.904], [2.366, 2.203, 4.314], [1.967, 2.715, 1.877], [4.268, 2.813, 2.804], [3.025, -1.952, 2.224], [3.537, -2.892, 3.282], [3.717, -2.085, 4.554], [4.846, -3.422, 2.744], [2.488, -3.971, 3.425], [2.180, 0.059, -2.801], [1.326, 1.086, -1.675], [0.743, -0.568, -2.010], [4.365, 0.243, -1.511], [4.374, 0.028, 0.236], [3.538, 1.420, -0.486], [3.270, -2.084, -1.919], [1.884, -2.537, -0.918], [3.484, -2.319, -0.181], [1.360, 1.782, 4.386], [2.323, 3.245, 4.635], [3.020, 1.666, 5.003], [1.072, 2.083, 1.776], [2.424, 2.820, 0.893], [1.602, 3.689, 2.206], [4.941, 2.435, 3.573], [4.152, 3.889, 2.950], [4.719, 2.639, 1.826], [4.419, -1.261, 4.400], [4.119, -2.723, 5.342], [2.759, -1.688, 4.911], [5.579, -2.622, 2.634], [4.699, -3.913, 1.781], [5.248, -4.159, 3.441], [1.529, -3.547, 3.736], [2.802, -4.685, 4.187], [2.359, -4.511, 2.485], [-2.701, 2.098, -1.574], [-2.140, 3.309, -1.609], [-1.175, 3.398, -0.589], [-1.129, 2.264, 0.103], [-2.089, 1.341, -0.519], [-2.909, -0.760, 0.570], [-1.712, -1.250, 0.848], [-1.755, -2.627, 0.748], [-3.027, -2.956, 0.414], [-3.733, -1.765, 0.305], [-3.281, 1.708, -2.305], [-2.416, 4.064, -2.334], [-0.542, 4.247, -0.374], [-0.905, -3.260, 0.932], [-3.487, -3.917, 0.252], [-4.719, -1.692, 0.093], [-1.233, 0.314, -0.902], [-3.058, 0.730, 0.629], [-4.474, 1.258, 0.652], [-5.213, 1.027, 1.982], [-4.955, 2.133, 3.009], [-3.540, 2.200, 3.581], [-2.411, 2.306, 2.562], [-2.219, 0.988, 1.861], [-5.009, 0.796, -0.184], [-4.458, 2.328, 0.433], [-4.962, 0.045, 2.408], [-6.281, 0.996, 1.769], [-5.644, 1.997, 3.843], [-5.212, 3.097, 2.558], [-3.352, 1.334, 4.230], [-3.456, 3.074, 4.230], [-1.471, 2.531, 3.063], [-2.590, 3.083, 1.826], [-2.455, 0.279, 2.552]],
  "mulliken_charge": [1.628, -1.903, 1.629, -1.360, -1.439, -0.548, -0.991, -0.622, 0.458, 1.724, -1.613, -1.686, -1.693, 0.285, 1.406, -1.405, -1.586, -1.523, 0.584, 0.339, 0.428, 0.597, 0.307, 0.236, 0.538, 0.274, 0.289, 0.234, 0.496, 0.365, 0.315, 0.178, 0.665, 0.404, 0.431, 0.385, 0.331, 0.536, 0.300, 0.361, 0.344, 0.492, 0.299, 0.487, 0.302, 0.003, -0.730, -0.582, -0.248, 0.687, 0.122, 0.494, -0.259, -1.096, -0.007, 0.295, 0.514, 0.556, 0.537, 0.453, 0.266, -0.612, 1.271, -1.372, -0.901, -0.776, -0.716, -0.823, -0.371, 0.611, 0.520, 0.345, 0.455, 0.409, 0.337, 0.333, 0.462, 0.391, 0.416, 0.740],
  "de_lowest_kcal_mol": 8.3,
  "multiplicity": 3,
  "gap_ev": [5.552, 7.168],
  "total_energy_ha": -2269.621687,
  "charge": 3,
  "homo_ev": [-17.107, -18.349]
}